Entry 1:
Here is C40H37BrCdCl5N4O2PS4 as an isolated structure at a distorted geometry from the OMol25 dataset. Energies are from ωB97M-V/def2-TZVPD.

Calculated values
E_HOMO (spin up / spin down) (eV): -2.65 / -5.10
LUMO energy (spin up / spin down) (eV): 1.071 / 1.073
Multiplicity: 2
Energy above the lowest of the compared OMol25 structures with the same formula, charge and spin (kJ/mol): 20.71
DFT total energy (Ha): -8893.00004
Net charge: -1
⟨S²⟩: 0.77

Last column: Mulliken charge in e.
Atoms and positions in Å:
Cd -0.528 1.033 1.054  1.5017
C -6.461 1.773 4.995  -1.2979
C -5.397 1.539 3.940  -0.1316
O -4.132 1.436 4.595  -0.3417
P -2.990 0.443 4.004  0.0664
S -1.498 0.551 5.255  -0.4429
S -2.961 0.744 2.021  -0.5177
O -3.734 -1.009 4.088  -0.1423
C -3.696 -1.780 5.288  -0.2881
C -4.784 -2.832 5.198  -1.2584
H -7.440 1.875 4.524  0.3798
H -6.237 2.681 5.556  0.3002
H -6.486 0.935 5.692  0.2829
H -5.358 2.371 3.232  0.2991
H -5.605 0.626 3.378  0.3610
H -3.842 -1.136 6.158  0.3664
H -2.711 -2.243 5.380  0.3111
H -5.768 -2.361 5.193  0.2780
H -4.719 -3.510 6.051  0.3875
H -4.669 -3.403 4.277  0.2799
Br -4.556 5.742 -3.583  -0.2680
C -3.469 5.060 -2.173  -0.0087
C -3.592 3.732 -1.789  -0.6751
C -2.798 3.247 -0.770  0.2091
C -1.846 4.060 -0.123  0.1960
C -1.769 5.408 -0.524  -0.7538
C -2.574 5.902 -1.537  -0.7075
N -1.048 3.476 0.832  0.3072
C -0.218 4.164 1.583  -0.6556
C 0.641 3.533 2.522  0.5661
C 1.526 4.306 3.308  -0.9983
C 2.318 3.692 4.243  -0.3296
C 2.233 2.301 4.404  -1.0922
C 1.367 1.601 3.589  -0.6360
N 0.601 2.177 2.664  0.5387
H -4.307 3.086 -2.283  0.4722
H -2.915 2.232 -0.423  0.3062
H -1.068 6.082 -0.051  0.2579
H -2.503 6.940 -1.834  0.3950
H -0.142 5.252 1.536  0.0156
H 1.567 5.377 3.155  0.3778
H 2.997 4.276 4.853  0.3920
H 2.821 1.778 5.145  0.4219
H 1.287 0.526 3.676  0.6717
S 2.828 0.040 0.903  0.0001
C 2.383 -0.929 -0.372  -0.4616
N 2.995 -0.858 -1.581  0.5695
C 2.616 -1.792 -2.621  -0.7966
C 2.466 -3.149 -1.972  -0.7378
N 1.403 -3.053 -0.988  0.1460
C 0.522 -4.207 -0.865  -1.1163
C -0.095 -4.574 -2.193  -0.0165
C 0.153 -5.808 -2.781  -0.2462
C -0.363 -6.109 -4.035  -0.6206
C -1.124 -5.171 -4.713  -0.4414
C -1.393 -3.942 -4.123  -0.6741
C -0.883 -3.646 -2.869  0.2030
C 1.335 -1.963 -0.184  0.4874
S 0.158 -1.835 1.001  -0.3620
C 4.068 0.077 -1.890  -1.6025
C 5.427 -0.585 -1.875  0.5950
C 6.175 -0.693 -3.042  -0.1622
C 7.428 -1.292 -3.030  -0.6884
C 7.943 -1.798 -1.848  -0.3563
C 7.199 -1.704 -0.679  -0.7990
C 5.951 -1.103 -0.690  -0.1052
H 3.398 -1.812 -3.379  0.5181
H 1.671 -1.501 -3.097  0.1691
H 3.416 -3.436 -1.503  0.2795
H 2.194 -3.903 -2.708  0.4800
H -0.235 -3.956 -0.127  0.4183
H 1.103 -5.055 -0.486  0.3589
H 0.755 -6.543 -2.258  0.3451
H -0.163 -7.073 -4.484  0.3667
H -1.508 -5.397 -5.699  0.3837
H -2.004 -3.213 -4.635  0.4240
H -1.093 -2.690 -2.403  0.4886
H 4.026 0.879 -1.158  0.6144
H 3.872 0.497 -2.879  0.4008
H 5.776 -0.298 -3.971  0.3982
H 8.000 -1.363 -3.946  0.3702
H 8.923 -2.259 -1.835  0.3749
H 7.598 -2.096 0.249  0.3976
H 5.375 -1.020 0.222  0.3707
Cl -2.566 -0.518 -1.189  -0.0882
C -1.310 0.388 -1.969  1.8050
C -0.360 1.022 -1.170  -2.9041
C 0.597 1.767 -1.854  1.4133
Cl 1.706 2.731 -0.938  -0.0829
C 0.680 1.810 -3.244  0.0264
Cl 1.963 2.652 -4.034  -0.1790
C -0.303 1.180 -4.001  0.2171
Cl -0.264 1.264 -5.722  -0.2388
C -1.333 0.500 -3.357  -0.1491
Cl -2.645 -0.141 -4.276  -0.1883

***

Entry 2:
Here is C40H37ClN5OPReS as an isolated structure from the OMol25 dataset. Energies are from ωB97M-V/def2-TZVPD.

Calculated values
E_HOMO (spin up / spin down) (eV): -17.94 / -17.94
LUMO energy (spin up / spin down) (eV): -13.299 / -14.343
Multiplicity: 4
Energy above the lowest of the compared OMol25 structures with the same formula, charge and spin (kJ/mol): 59.08
DFT total energy (Ha): -3172.05366
Net charge: +4
⟨S²⟩: 3.81

Last column: Mulliken charge in e.
Atoms and positions in Å:
Re -0.364 0.121 0.486  0.2053
Cl 0.090 -0.303 2.868  -0.1394
C -0.706 -1.872 3.285  1.1609
C -0.803 -2.162 4.623  -0.6808
C -1.417 -3.371 4.954  -0.6247
C -1.906 -4.214 3.967  -0.8361
C -1.791 -3.871 2.625  -0.3478
C -1.170 -2.674 2.255  -0.4951
P -0.926 -2.279 0.521  1.7062
C -2.409 -2.734 -0.340  0.6611
C -2.369 -3.521 -1.496  -0.5899
C -3.558 -3.916 -2.088  -0.8372
C -4.773 -3.532 -1.537  -0.6273
C -4.815 -2.753 -0.380  -0.8234
C -3.639 -2.351 0.218  -0.5760
C 0.539 -3.095 -0.096  0.9419
C 1.344 -3.843 0.768  -0.8284
C 2.490 -4.452 0.276  -0.8845
C 2.834 -4.312 -1.062  -0.7648
C 2.036 -3.559 -1.923  -1.0341
C 0.895 -2.944 -1.445  -0.2685
H -0.432 -1.493 5.387  0.5486
H -1.514 -3.641 5.998  0.4675
H -2.383 -5.144 4.240  0.4837
H -2.178 -4.535 1.862  0.5787
H -1.429 -3.856 -1.913  0.5692
H -3.536 -4.543 -2.970  0.5188
H -5.697 -3.858 -1.996  0.5029
H -5.768 -2.488 0.059  0.5095
H -3.673 -1.779 1.140  0.4955
H 1.069 -3.980 1.806  0.4736
H 3.102 -5.055 0.934  0.5084
H 3.718 -4.806 -1.444  0.5023
H 2.298 -3.478 -2.970  0.5359
H 0.266 -2.380 -2.126  0.5459
C -3.663 0.907 -4.086  -0.7323
C -2.393 1.182 -4.591  -0.8912
C -1.277 1.065 -3.786  -0.2738
C -1.453 0.668 -2.454  -0.1005
C -2.718 0.393 -1.944  0.9894
C -3.828 0.512 -2.762  -1.2619
N -0.327 0.497 -1.593  1.5732
N 0.807 0.599 -2.134  -0.7022
C 1.899 0.332 -1.324  0.3509
C 3.169 0.440 -1.852  -0.4923
C 4.252 0.109 -1.037  -0.4680
C 4.009 -0.332 0.253  -0.8809
C 2.704 -0.417 0.718  -0.0051
N 1.655 -0.078 -0.049  0.2695
H -4.528 1.000 -4.730  0.5308
H -2.276 1.488 -5.622  0.5038
H -0.293 1.275 -4.178  0.5920
H -2.840 0.063 -0.919  0.0235
H -4.814 0.306 -2.371  0.5353
H 3.292 0.771 -2.874  0.6165
H 5.263 0.188 -1.415  0.5097
H 4.819 -0.614 0.913  0.5139
H 2.492 -0.767 1.718  0.4543
C -1.599 6.697 -0.848  -1.0485
C -1.473 5.677 -1.971  -0.8213
C -2.391 4.477 -1.789  0.0563
N -1.924 3.669 -0.633  0.3328
C -2.589 2.825 0.117  0.0873
S -1.667 1.850 1.323  -0.4422
N -3.889 2.644 0.156  0.2944
C -5.026 3.287 -0.620  0.0412
O -5.508 2.586 -1.453  -0.4575
C -5.378 4.649 -0.246  0.3183
C -4.836 5.292 0.870  0.2341
C -5.257 6.574 1.189  -0.9019
C -6.208 7.215 0.398  -0.3778
C -6.749 6.577 -0.713  -0.6573
C -6.344 5.294 -1.036  -0.6060
H -0.921 7.533 -1.007  0.4280
H -1.359 6.266 0.128  0.2790
H -2.612 7.098 -0.802  0.2457
H -0.438 5.330 -2.076  0.3860
H -1.729 6.133 -2.929  0.4220
H -2.392 3.816 -2.660  0.0484
H -3.407 4.814 -1.598  0.0450
H -0.936 3.752 -0.436  0.3869
H -4.216 1.852 0.695  0.2324
H -4.112 4.801 1.509  0.4226
H -4.854 7.072 2.061  0.4555
H -6.532 8.214 0.658  0.4560
H -7.494 7.072 -1.320  0.4495
H -6.770 4.780 -1.887  0.4790